Here is a cluster of 2 separate species, C2H4OS2 in total at a distorted geometry from the Open Molecules 2025 dataset. Energies are from wB97M-V/def2-TZVPD.

Last column: Löwdin spin population.
Geometry (Å):
C -0.00448 1.22661 -2.19169  0.590
C -0.43411 -0.76964 1.52200  0.021
O 0.12388 2.14988 -2.89052  0.295
S 1.73219 0.63046 0.09410  0.623
S 1.20798 -1.11866 0.68197  0.363
H -0.42597 0.26920 -2.19791  0.100
H -0.25018 -0.70311 2.62565  0.006
H -1.06675 -1.66659 1.39064  0.002
H -0.88257 -0.01815 0.96576  0.000

Force components x, y, z for each atom (eV/Å):
0.7 2.1 1.8
1.3 -3.1 1.1
-0.1 0.1 -1.2
0.9 0.6 0.1
-1.2 -0.3 0.7
-1.0 -2.0 -1.0
-0.3 0.7 -1.2
0.4 0.2 0.0
-0.7 1.9 -0.3

Values from the calculation:
relative energy (zero: lowest compared OMol25 entry of this formula, charge and spin)	30.4	kJ/mol
calculated total energy	-25853.357	eV
<S²>	2.0067
orbital gap (spin up / spin down)	7.6 / 7.4	eV
spin multiplicity	3